The following is a quantum chemistry calculation of a 10-piece molecular cluster, C68H148F6N8O6S2 overall, from OMol25.

Last column: Mulliken charge in e.
Positions of all 238 atoms, in Å:
C1 2.60 0.45 -3.67  0.0219
C2 3.81 -0.23 -4.36  -0.0084
C3 3.46 -0.08 -5.90  -1.2883
N1 4.62 -0.45 -6.88  -0.1063
C4 5.74 0.57 -6.71  -0.9028
C5 5.22 -1.85 -6.62  -0.6615
C6 4.19 -2.82 -7.11  -0.0038
C7 3.28 -2.03 -8.14  -0.5233
C8 4.00 -0.68 -8.26  -0.4134
H1 2.69 0.47 -2.59  -0.3204
H2 1.74 -0.22 -3.70  -0.2156
H3 2.34 1.39 -4.15  0.0500
H4 3.78 -1.24 -3.96  0.5266
H5 4.72 0.25 -4.01  0.3131
H6 3.20 0.90 -6.30  0.5876
H7 2.59 -0.70 -6.09  0.2086
H8 6.07 0.44 -5.68  0.4063
H9 5.41 1.59 -6.91  0.3270
H10 6.55 0.31 -7.40  0.4410
H11 6.24 -1.97 -7.00  0.5076
H12 5.40 -1.99 -5.55  0.3040
H13 4.70 -3.70 -7.50  0.4772
H14 3.52 -3.24 -6.37  -0.0926
H15 3.38 -2.64 -9.04  0.4028
H16 2.23 -2.05 -7.83  0.1114
H17 4.90 -0.78 -8.87  0.4477
H18 3.41 0.16 -8.64  0.3789
C9 -6.23 3.23 2.25  -1.5639
C10 -4.79 3.52 2.07  0.6499
C11 -4.05 3.76 3.42  -0.8800
N2 -2.68 4.48 3.33  1.0381
C12 -1.64 3.84 2.48  -0.9238
C13 -2.15 4.77 4.69  -0.6799
C14 -1.35 6.03 4.54  -0.8081
C15 -1.91 6.81 3.40  -0.6087
C16 -3.00 5.97 2.90  -0.5552
H19 -6.66 3.10 1.26  0.4444
H20 -6.68 4.18 2.53  0.5018
H21 -6.47 2.42 2.95  0.2499
H22 -4.67 4.39 1.42  0.3053
H23 -4.27 2.75 1.51  -0.6151
H24 -3.85 2.88 4.03  0.1782
H25 -4.69 4.35 4.08  0.6277
H26 -1.37 2.81 2.74  -0.1548
H27 -0.83 4.54 2.68  0.4815
H28 -1.80 3.77 1.41  0.1967
H29 -1.64 3.85 4.96  0.2328
H30 -3.01 4.94 5.33  0.7084
H31 -0.30 5.84 4.32  0.2038
H32 -1.46 6.61 5.46  0.4899
H33 -1.33 6.95 2.49  0.2289
H34 -2.30 7.76 3.76  0.3960
H35 -3.03 6.10 1.82  0.3569
H36 -3.86 6.39 3.42  0.4207
C17 -0.49 -1.84 -2.66  0.4464
C18 -0.77 -2.61 -3.95  0.0943
C19 -0.28 -4.07 -4.03  -1.2963
N3 -0.35 -4.74 -5.42  0.6636
C20 0.55 -3.86 -6.33  -2.0977
C21 -1.74 -4.83 -6.02  -0.5667
C22 -1.77 -6.16 -6.82  -0.6822
C23 -0.37 -6.80 -6.67  -0.6680
C24 0.17 -6.22 -5.32  -0.6215
H37 -1.38 -1.66 -2.05  0.0228
H38 -0.22 -0.83 -2.96  -0.5881
H39 0.33 -2.18 -2.03  -0.0698
H40 -0.59 -1.99 -4.83  0.3534
H41 -1.85 -2.71 -3.92  0.0996
H42 -0.90 -4.66 -3.35  0.5197
H43 0.75 -4.10 -3.66  0.4656
H44 0.18 -2.89 -6.65  0.5237
H45 0.61 -4.24 -7.35  0.7842
H46 1.54 -3.77 -5.89  0.4760
H47 -1.99 -4.10 -6.79  0.3155
H48 -2.52 -4.79 -5.27  0.3958
H49 -1.99 -5.83 -7.83  0.3189
H50 -2.62 -6.82 -6.64  0.3589
H51 0.43 -6.54 -7.36  0.3062
H52 -0.35 -7.88 -6.57  0.4939
H53 1.25 -6.30 -5.21  0.3674
H54 -0.26 -6.69 -4.44  0.4896
C25 -2.24 6.46 -6.01  -1.4321
C26 -1.82 5.08 -5.39  -0.5628
C27 -1.87 5.09 -3.85  -0.7425
N4 -0.91 4.04 -3.30  1.0683
C28 -1.41 2.65 -3.31  -2.2825
C29 0.48 3.92 -3.99  -1.1297
C30 1.59 3.99 -2.93  0.3338
C31 0.93 4.88 -1.91  -0.5045
C32 -0.55 4.42 -1.84  0.4404
H55 -2.37 6.33 -7.08  0.4180
H56 -1.46 7.22 -6.07  0.3941
H57 -3.11 6.86 -5.49  0.3648
H58 -0.89 4.89 -5.93  0.3572
H59 -2.37 4.20 -5.72  0.3911
H60 -2.82 4.98 -3.33  0.4872
H61 -1.44 6.06 -3.61  0.4139
H62 -1.63 2.27 -4.31  0.4681
H63 -2.40 2.78 -2.88  0.6986
H64 -0.74 1.93 -2.85  0.6948
H65 0.63 3.05 -4.63  0.4241
H66 0.62 4.81 -4.62  0.6373
H67 1.79 3.02 -2.47  -0.8153
H68 2.47 4.45 -3.39  0.7915
H69 1.32 4.63 -0.93  -0.1265
H70 1.21 5.90 -2.19  0.5119
H71 -0.64 3.49 -1.27  -0.8590
H72 -1.25 5.07 -1.31  0.4392
C33 4.65 -1.15 -0.81  -0.1431
C34 5.22 -0.05 0.06  -0.6861
C35 4.41 1.24 -0.11  0.4956
N5 4.60 2.31 1.02  0.3455
C36 6.16 2.61 1.21  -0.9092
C37 3.95 1.95 2.36  0.4902
C38 3.70 3.32 3.04  -0.8485
C39 3.55 4.40 1.96  -0.7276
C40 3.77 3.56 0.66  0.4953
H73 3.80 -1.56 -0.26  -0.3109
H74 5.42 -1.91 -0.75  0.6094
H75 4.31 -0.88 -1.81  -0.4586
H76 6.21 0.20 -0.32  0.5041
H77 5.17 -0.44 1.08  0.3006
H78 3.35 1.00 -0.22  -0.7955
H79 4.73 1.79 -0.99  0.5241
H80 6.70 1.71 1.50  0.3521
H81 6.13 3.27 2.08  0.4624
H82 6.59 3.04 0.30  0.3260
H83 4.51 1.34 3.08  0.4548
H84 3.01 1.44 2.14  -0.5655
H85 4.31 3.65 3.88  0.5657
H86 2.80 3.17 3.63  0.1230
H87 4.34 5.14 2.08  0.3267
H88 2.60 4.93 2.02  0.4135
H89 4.16 4.01 -0.25  0.6921
H90 2.75 3.25 0.46  -0.8901
C41 -3.56 -0.49 -3.43  -1.1477
C42 -4.60 -0.03 -2.39  0.6443
C43 -5.58 -1.12 -1.98  -1.1163
N6 -6.73 -0.77 -0.98  0.2796
C44 -7.86 0.06 -1.70  -1.0385
C45 -7.39 -2.02 -0.30  -0.5004
C46 -6.89 -2.12 1.17  -0.8672
C47 -5.77 -1.08 1.27  0.1021
C48 -6.30 0.01 0.29  -0.9469
H91 -4.01 -0.50 -4.42  0.5795
H92 -3.32 -1.52 -3.16  0.1181
H93 -2.65 0.09 -3.53  0.0248
H94 -5.09 0.91 -2.65  0.4792
H95 -4.00 0.21 -1.51  -0.4630
H96 -5.19 -1.98 -1.43  0.5784
H97 -6.07 -1.49 -2.88  0.2249
H98 -7.33 1.01 -1.82  0.4331
H99 -8.73 0.32 -1.09  0.4234
H100 -8.15 -0.34 -2.67  0.3757
H101 -8.47 -1.96 -0.44  0.3824
H102 -7.08 -2.85 -0.93  0.3626
H103 -7.71 -1.93 1.86  0.4048
H104 -6.56 -3.13 1.40  0.3406
H105 -5.59 -0.64 2.25  0.4610
H106 -4.88 -1.52 0.82  -0.1334
H107 -7.20 0.44 0.74  0.4376
H108 -5.63 0.83 0.01  0.3794
C49 1.81 0.40 10.70  -1.1558
C50 1.30 -0.94 10.09  -0.6122
C51 1.93 -1.45 8.79  -0.6532
N7 1.20 -1.10 7.49  0.0849
C52 1.98 -1.78 6.29  -1.6740
C53 1.52 -1.34 4.88  1.7677
C54 1.49 0.14 4.76  0.4493
C55 0.61 0.80 5.87  -0.1866
C56 0.98 0.41 7.35  -1.4191
C57 -0.16 -1.85 7.54  -0.8542
H109 1.32 0.58 11.65  0.3996
H110 1.52 1.27 10.11  0.2576
H111 2.90 0.40 10.77  0.3532
H112 0.23 -0.99 10.28  0.3525
H113 1.53 -1.79 10.74  0.4543
H114 2.05 -2.53 8.84  0.5408
H115 2.93 -1.01 8.84  0.4166
H116 3.00 -1.47 6.50  0.4820
H117 2.01 -2.84 6.54  0.5180
H118 2.20 -1.59 4.07  -0.2130
H119 0.61 -1.91 4.66  -0.2498
H120 2.37 0.77 4.78  -0.0826
H121 1.16 0.31 3.73  -0.5324
H122 0.40 1.84 5.61  0.7639
H123 -0.45 0.57 5.78  -0.4331
H124 1.95 0.82 7.61  0.4161
H125 0.31 0.56 8.20  0.7691
H126 -0.84 -1.52 8.31  0.3528
H127 -0.01 -2.86 7.92  0.5105
H128 -0.75 -1.89 6.63  0.1384
C58 -1.58 -2.93 3.01  -1.9413
C59 -0.33 -2.98 2.13  2.4892
C60 0.19 -4.38 2.01  -1.5827
N8 1.55 -4.58 1.32  0.6731
C61 1.96 -6.03 1.31  -0.7466
C62 3.30 -6.28 0.61  -0.4983
C63 4.33 -5.50 1.39  -1.0520
C64 3.99 -4.04 1.77  -0.0689
C65 2.54 -3.80 2.19  0.1839
C66 1.40 -3.92 -0.09  -0.8457
H129 -1.94 -1.90 3.01  0.2446
H130 -1.48 -3.19 4.06  0.3932
H131 -2.41 -3.49 2.59  0.5487
H132 0.42 -2.25 2.42  -0.3677
H133 -0.63 -2.55 1.17  -0.5949
H134 -0.47 -5.09 1.51  0.5364
H135 0.39 -4.90 2.95  0.6047
H136 2.01 -6.35 2.35  0.4588
H137 1.25 -6.77 0.94  0.4512
H138 3.55 -7.34 0.55  0.4859
H139 3.21 -5.94 -0.42  0.1744
H140 4.75 -6.07 2.23  0.3644
H141 5.19 -5.41 0.73  0.4334
H142 4.66 -3.73 2.58  0.6795
H143 4.31 -3.39 0.95  -0.4752
H144 2.54 -4.11 3.23  0.4199
H145 2.39 -2.72 2.28  -0.5665
H146 0.70 -4.61 -0.56  0.4126
H147 2.38 -4.06 -0.55  0.7057
H148 1.12 -2.87 0.01  -0.3714
C67 -3.82 0.18 5.24  0.3877
F1 -2.94 0.54 4.38  0.0804
F2 -5.07 0.40 4.72  -0.2615
F3 -3.78 -1.07 5.49  -0.2206
S1 -3.62 1.25 6.86  0.8987
O1 -4.79 0.91 7.72  -0.6653
O2 -2.28 0.91 7.47  -0.4600
O3 -3.71 2.68 6.48  -0.6020
C68 -1.59 0.68 0.50  -0.8426
F4 -2.23 1.55 -0.29  0.0525
F5 -1.97 0.80 1.71  0.3251
F6 -1.78 -0.63 0.15  -0.1371
S2 0.30 0.94 0.43  -0.2728
O4 0.53 1.26 -1.01  0.2858
O5 0.65 2.12 1.21  -0.2949
O6 0.85 -0.33 0.99  -0.0286

Summary:
Lowest unoccupied orbital energy ... -10.921 eV
HOMO level ... -17.07 eV
Kohn-Sham gap ... 6.15 eV
Net charge ... +6

=====

The following is a quantum chemistry calculation of a 2-piece molecular cluster, C4H12 overall, from OMol25.

Last column: Mulliken charge in e.
Positions of all 16 atoms, in Å:
C1 -0.32 2.13 0.46  -0.7690
C2 0.31 2.02 1.85  -0.8375
H1 0.15 1.54 -0.32  0.1843
H2 -1.39 1.90 0.49  0.2568
H3 -0.33 3.16 0.10  0.3432
H4 0.19 2.98 2.34  0.3045
H5 1.35 1.72 1.81  0.2545
H6 -0.17 1.28 2.49  0.2644
C3 -0.32 -1.72 -0.58  -0.7074
C4 0.43 -2.43 -1.74  -0.8505
H7 -1.17 -2.37 -0.37  0.2997
H8 0.29 -1.67 0.32  0.2659
H9 -0.68 -0.72 -0.79  0.1680
H10 0.83 -3.39 -1.45  0.2869
H11 1.14 -1.71 -2.14  0.2780
H12 -0.30 -2.70 -2.50  0.2583

Summary:
Lowest unoccupied orbital energy ... 1.147 eV
Structure (SMILES) ... CC.CC
HOMO level ... -11.65 eV
Kohn-Sham gap ... 12.80 eV